[1]
2 unconnected molecules or ions with the total composition C5H15N2O in a non-equilibrium geometry. Source: the Open Molecules 2025 dataset; level of theory: ωB97M-V/def2-TZVPD.

Each line ends with the Mulliken spin population.
Element x y z (Å)
C -1.221 -0.880 -0.065  -0.008
C -0.559 0.217 -0.951  0.023
C 0.164 1.326 -0.242  0.066
C -0.197 2.656 -0.337  0.432
C 2.210 0.159 0.489  0.016
N 1.007 0.979 0.762  0.407
N -1.932 -0.235 1.122  0.004
H -0.445 -1.548 0.269  0.007
H -2.024 -1.331 -0.631  0.001
H 0.169 -0.276 -1.594  0.002
H -1.327 0.565 -1.642  -0.008
H 0.333 3.443 0.195  0.021
H -0.787 3.010 -1.176  0.021
H 3.035 0.857 0.417  0.026
H 2.113 -0.413 -0.426  -0.001
H 2.425 -0.583 1.259  0.011
H 1.251 1.734 1.402  -0.024
H -2.736 0.319 0.817  0.001
H -2.260 -0.925 1.807  0.001
H -1.295 0.394 1.616  0.002
H 0.604 -3.150 -1.797  0.000
H 1.017 -3.470 -0.405  0.000
O 0.456 -2.846 -0.888  0.000

Its expectation value of S² is 0.77. For the lowest unoccupied orbital energy (alpha / beta), the calculation gives -7.6 / -11.2 eV. As for the highest occupied orbital energy (alpha / beta): -18.690 / -18.692 eV. As for the charge: +2. As for the multiplicity: 2.

---

[2]
2 unconnected molecules or ions with the total composition C5H15N2O in a non-equilibrium geometry. Source: the Open Molecules 2025 dataset; level of theory: ωB97M-V/def2-TZVPD.

Each line ends with the Mulliken spin population.
Element x y z (Å)
C 0.937 -1.206 0.060  0.002
C -0.475 -1.148 0.696  0.015
C -1.411 0.121 0.437  -0.015
N 1.105 2.730 1.708  0.623
C 0.247 1.530 1.578  0.092
C -0.650 1.346 0.692  0.235
N 0.986 -0.390 -1.218  0.005
H 1.221 -2.254 -0.155  0.000
H 1.667 -0.888 0.806  -0.002
H -0.895 -2.140 0.527  0.000
H -0.466 -1.110 1.804  0.003
H -2.335 -0.003 1.156  0.045
H -1.822 0.014 -0.480  0.006
H 1.096 3.432 1.127  -0.013
H 1.101 3.127 2.703  -0.001
H 0.920 0.760 1.962  -0.001
H -0.999 2.132 0.130  0.009
H 0.825 0.708 -1.022  -0.003
H 1.860 -0.464 -1.710  0.000
H 0.163 -0.464 -1.889  0.000
H -1.687 -1.711 -2.620  0.000
H -0.638 -2.385 -3.469  0.000
O -0.750 -1.737 -2.824  0.000

Its expectation value of S² is 0.77. For the lowest unoccupied orbital energy (alpha / beta), the calculation gives -7.7 / -12.1 eV. As for the highest occupied orbital energy (alpha / beta): -19.228 / -19.229 eV. As for the charge: +2. As for the multiplicity: 2.

---

[3]
3 unconnected molecules or ions with the total composition C5H15N2O in a non-equilibrium geometry. Source: the Open Molecules 2025 dataset; level of theory: ωB97M-V/def2-TZVPD.

Each line ends with the Mulliken spin population.
Element x y z (Å)
C 1.535 1.009 2.667  0.000
C 0.485 0.027 2.275  0.000
C -0.805 0.351 1.831  0.000
C -1.212 1.616 1.423  0.000
N -0.861 -2.582 -2.282  0.727
C -0.455 -1.200 -1.929  -0.007
N 0.970 -1.186 -2.031  0.281
H 1.901 1.648 1.862  0.000
H 2.384 0.454 3.074  0.000
H 1.162 1.606 3.511  0.000
H 0.562 -1.021 2.559  0.000
H -0.343 -3.280 -1.728  -0.014
H -0.772 -0.937 -0.919  0.014
H -1.414 -0.542 1.673  0.000
H -0.536 2.334 1.907  0.000
H -2.210 2.016 1.245  0.000
H -0.546 -2.808 -3.238  -0.021
H -0.948 -0.510 -2.610  -0.002
H 1.257 -0.271 -2.384  0.018
H 1.387 -1.250 -1.106  0.004
H -0.048 2.613 -1.448  0.000
H -0.258 1.707 -0.218  -0.001
O 0.004 1.690 -1.155  0.001

Its expectation value of S² is 0.76. For the lowest unoccupied orbital energy (alpha / beta), the calculation gives -10.9 / -11.5 eV. As for the highest occupied orbital energy (alpha / beta): -19.274 / -18.642 eV. As for the charge: +2. As for the multiplicity: 2.

---

[4]
2 unconnected molecules or ions with the total composition C5H15N2O in a non-equilibrium geometry. Source: the Open Molecules 2025 dataset; level of theory: ωB97M-V/def2-TZVPD.

Each line ends with the Mulliken spin population.
Element x y z (Å)
C -1.527 0.080 -1.606  0.151
C -0.176 0.814 -1.341  -0.003
C 0.357 0.631 0.105  0.021
C 1.171 -0.587 0.390  0.002
C 0.970 -1.420 1.400  0.006
N 2.514 -0.681 -0.293  0.000
N -0.373 2.189 -1.715  0.848
H -2.316 0.498 -0.974  0.000
H -1.363 -0.985 -1.433  0.021
H -1.858 0.222 -2.637  -0.003
H 0.520 0.428 -2.100  -0.002
H 0.797 1.564 0.465  -0.003
H -0.524 0.538 0.736  -0.005
H 1.762 -2.038 1.814  0.000
H -0.050 -1.525 1.750  0.000
H 3.030 0.203 -0.245  0.000
H 2.420 -0.890 -1.289  0.000
H 3.082 -1.427 0.114  0.000
H -0.369 2.390 -2.714  -0.018
H -1.049 2.705 -1.144  -0.016
H -2.817 -1.513 3.473  0.000
H -2.048 -0.340 4.027  0.000
O -2.154 -0.857 3.215  0.000

Its expectation value of S² is 0.75. For the lowest unoccupied orbital energy (alpha / beta), the calculation gives -6.9 / -11.8 eV. As for the highest occupied orbital energy (alpha / beta): -17.051 / -17.051 eV. As for the charge: +2. As for the multiplicity: 2.

---

[5]
2 unconnected molecules or ions with the total composition C5H15N2O2 in a non-equilibrium geometry. Source: the Open Molecules 2025 dataset; level of theory: ωB97M-V/def2-TZVPD.

Each line ends with the Mulliken spin population.
Element x y z (Å)
C 0.253 0.792 -1.177  0.163
O 0.880 1.947 -1.680  -0.649
C 0.123 1.277 0.313  1.119
C -0.775 0.334 1.162  -0.280
C -1.133 -0.926 0.519  0.294
C -2.409 -1.244 0.097  0.013
N -2.674 -2.544 -0.249  0.008
N 1.508 1.367 0.920  1.703
H -0.758 0.703 -1.576  0.046
H 0.764 -0.162 -1.351  -0.055
H 0.928 2.158 -2.615  0.159
H -0.270 2.281 0.193  0.243
H -1.690 0.991 1.178  0.078
H -0.202 0.124 2.092  -0.549
H -0.361 -1.652 0.202  0.022
H -3.336 -0.586 -0.023  0.001
H -1.965 -3.239 -0.432  -0.001
H -3.629 -2.755 -0.535  0.001
H 2.207 0.634 0.733  -0.496
H 1.434 1.498 1.955  -0.505
H 1.831 2.243 0.411  -0.303
H 3.743 -1.357 0.647  -0.012
H 2.457 -1.593 -0.256  0.033
O 2.944 -0.961 0.283  -0.032

Its expectation value of S² is 0.75. For the lowest unoccupied orbital energy (alpha / beta), the calculation gives 0.7 / 0.5 eV. As for the highest occupied orbital energy (alpha / beta): -2.577 / -7.946 eV. As for the charge: 0. As for the multiplicity: 2.

---

[6]
3 unconnected molecules or ions with the total composition C5H15N2O3 in a non-equilibrium geometry. Source: the Open Molecules 2025 dataset; level of theory: ωB97M-V/def2-TZVPD.

Each line ends with the Mulliken charge.
Element x y z (Å)
O 1.008 2.595 -0.044  -0.523
C 0.042 1.885 -0.322  -0.104
C 0.079 0.622 0.497  0.514
C -1.217 -0.149 0.802  -0.754
C -1.907 -0.310 -0.517  0.651
C -2.734 0.498 -1.196  -1.028
N -1.636 -1.651 -1.007  -0.590
N 0.976 0.887 1.837  -0.296
H -0.752 2.255 -0.980  0.351
H 0.679 -0.175 -0.060  0.043
H -0.792 -1.130 1.185  0.389
H -1.807 0.312 1.637  0.382
H -2.954 1.589 -1.005  0.274
H -3.207 0.079 -2.059  0.236
H -2.279 -1.931 -1.685  0.226
H -1.759 -2.411 -0.324  0.228
H 0.626 0.378 2.577  0.340
H 1.027 1.911 2.010  0.406
H 1.973 0.633 1.662  0.303
H 0.481 -1.624 -1.986  0.305
H 1.768 -1.723 -2.713  0.328
O 1.408 -1.479 -1.831  -0.627
H 3.665 -0.854 1.794  0.270
H 3.959 0.094 0.584  0.280
O 3.353 -0.301 1.145  -0.606

For the lowest unoccupied orbital energy, the calculation gives -3.4 eV. As for the highest occupied orbital energy: -12.448 eV. As for the charge: +1.

---

Going through the records in order, we get relative energy (zero: lowest compared OMol25 entry of this formula, charge and spin) values of 115.07; 325.39; 460.12; 189.65; 254.02; 261.39 kJ/mol.